Here is a structure of composition C4H8N2OS from OMol25. Energies are from wB97M-V/def2-TZVPD.

```
16
Properties=species:S:1:pos:R:3:nbo_charge:R:1
C -1.912 -0.132 -1.023 0.065
C -0.864 -0.296 0.029 -0.198
C -0.947 -0.711 1.495 -0.049
C 0.362 0.334 -0.409 0.073
H -3.658 -1.044 -1.821 0.398
H -3.509 -1.225 -0.029 0.406
H -1.792 0.634 -1.885 0.225
H -1.251 0.351 2.062 0.155
H -1.947 -1.278 1.579 0.164
H 0.763 -0.812 1.852 0.490
H 0.546 0.207 -1.677 0.163
H 3.748 1.321 0.053 0.128
N -3.028 -0.989 -0.978 -0.838
N 1.281 0.570 0.386 -0.607
O 0.078 -1.407 1.829 -0.680
S 2.429 1.304 -0.699 0.106
```

Values from the calculation:
F_max   8.61 eV/A
HOMO-LUMO gap   8.1 eV

---

Here is a structure of composition C39H45IrN4O4P3 from OMol25. Energies are from wB97M-V/def2-TZVPD.

```
96
Properties=species:S:1:pos:R:3:lowdin_spin:R:1
Ir -0.871 0.325 -0.734 1.765
C 0.979 0.273 2.159 0.053
N 2.076 -0.630 1.756 0.280
C 2.104 -1.221 0.411 0.041
P 1.414 -0.218 -0.994 0.180
C 1.965 -1.295 -2.395 0.098
C 3.310 -1.231 -2.887 0.316
C 3.749 -1.992 -3.998 0.078
C 2.868 -2.839 -4.621 0.063
C 1.537 -2.922 -4.141 0.327
C 1.087 -2.130 -3.034 0.116
C 2.468 1.229 -1.167 0.035
C 2.281 2.033 -2.297 0.020
C 3.089 3.139 -2.496 0.001
C 4.074 3.460 -1.569 0.013
C 4.257 2.674 -0.440 0.006
C 3.461 1.553 -0.240 0.011
C 3.011 -1.008 2.662 0.111
C 3.234 -0.224 3.843 0.118
C 4.186 -0.599 4.750 0.017
C 4.940 -1.764 4.546 0.237
C 4.733 -2.551 3.400 0.024
C 3.803 -2.186 2.467 0.110
P -0.697 -0.245 1.549 0.174
C -0.635 -2.033 1.801 0.031
C -0.120 -2.572 2.986 0.005
C -0.102 -3.942 3.187 0.002
C -0.590 -4.795 2.204 0.001
C -1.086 -4.275 1.017 0.002
C -1.109 -2.902 0.818 0.023
C -1.872 0.554 2.634 0.029
C -1.920 0.248 3.998 0.005
C -2.858 0.859 4.812 0.002
C -3.754 1.773 4.269 0.001
C -3.714 2.078 2.915 0.001
C -2.772 1.474 2.098 0.014
H 1.158 1.290 1.808 0.012
H 0.932 0.279 3.247 0.006
H 1.534 -2.157 0.408 0.010
H 3.141 -1.451 0.161 0.006
H 4.013 -0.568 -2.394 0.011
H 4.773 -1.894 -4.333 0.001
H 3.156 -3.446 -5.468 0.000
H 0.848 -3.603 -4.623 0.013
H 0.046 -2.202 -2.734 0.007
H 1.505 1.802 -3.020 0.003
H 2.957 3.750 -3.378 0.000
H 4.705 4.323 -1.729 0.001
H 5.023 2.927 0.278 0.000
H 3.628 0.946 0.637 0.000
H 2.702 0.705 3.984 0.005
H 4.373 0.013 5.622 -0.002
H 5.687 -2.057 5.271 0.009
H 5.303 -3.460 3.269 -0.002
H 3.620 -2.833 1.623 0.005
H 0.265 -1.928 3.768 0.001
H 0.285 -4.347 4.111 0.000
H -0.584 -5.864 2.366 0.000
H -1.460 -4.941 0.251 0.000
H -1.492 -2.513 -0.119 0.016
H -1.244 -0.475 4.434 0.000
H -2.896 0.624 5.865 0.000
H -4.487 2.248 4.907 0.000
H -4.416 2.787 2.499 0.000
H -2.745 1.721 1.043 0.010
C -1.513 5.662 -2.715 0.003
N -1.194 4.511 -1.876 0.013
C -0.600 4.659 -0.561 0.003
C -0.460 3.222 -0.127 0.026
O 0.079 2.835 0.879 0.028
N -1.021 2.397 -1.108 0.158
C -1.392 3.232 -2.140 0.024
N -1.880 2.773 -3.283 0.006
H -2.134 6.354 -2.148 0.000
H -2.066 5.355 -3.598 0.000
H -0.595 6.159 -3.026 0.001
H -1.242 5.216 0.125 0.000
H 0.374 5.150 -0.611 0.000
H -2.142 1.801 -3.342 0.007
H -2.129 3.392 -4.035 0.000
C -4.842 0.528 -3.050 0.007
O -3.421 0.233 -2.804 0.047
P -2.819 -0.665 -1.656 0.163
O -2.497 -2.091 -2.256 0.037
C -3.531 -2.885 -2.939 0.007
O -4.043 -0.778 -0.672 0.042
C -4.211 -1.694 0.442 0.002
H -4.937 0.641 -4.125 0.001
H -5.086 1.450 -2.531 0.000
H -5.461 -0.288 -2.693 0.001
H -3.237 -3.924 -2.833 0.001
H -3.551 -2.591 -3.984 0.000
H -4.499 -2.721 -2.469 0.000
H -5.275 -1.701 0.656 0.000
H -3.655 -1.314 1.298 0.001
H -3.874 -2.689 0.159 0.000
```

Values from the calculation:
Net charge   +4
F_max   0.72 eV/A
⟨S²⟩   8.803
Spin multiplicity   6
HOMO-LUMO gap (spin up / spin down)   6.9 / 3.7 eV

---

Here is a structure of composition C17H15N4O2Re from OMol25. Energies are from wB97M-V/def2-TZVPD.

```
39
Properties=species:S:1:pos:R:3:nbo_charge:R:1
Re -0.035 -0.179 -0.259 1.694
C -0.267 -3.639 2.418 -0.198
C -0.959 -3.129 3.505 -0.050
C -1.378 -1.800 3.483 -0.167
C -1.090 -1.020 2.385 0.170
N -0.374 -1.513 1.332 -0.511
C 0.022 -2.800 1.361 0.101
C -1.505 0.388 2.238 0.224
C -2.349 1.090 3.071 -0.182
C -2.622 2.423 2.769 -0.027
C -2.038 3.038 1.663 -0.184
C -1.201 2.290 0.862 0.233
N -0.973 0.986 1.145 -0.556
C -0.488 2.753 -0.344 0.169
C -0.441 4.066 -0.758 -0.167
C 0.240 4.387 -1.930 -0.050
C 0.851 3.378 -2.657 -0.198
C 0.800 2.087 -2.174 0.101
N 0.149 1.766 -1.040 -0.512
H 0.056 -4.671 2.385 0.285
H -1.176 -3.753 4.362 0.281
H -1.923 -1.391 4.321 0.267
H 0.561 -3.168 0.498 0.213
H -2.797 0.626 3.938 0.273
H -3.290 2.990 3.405 0.282
H -2.247 4.075 1.444 0.273
H -0.928 4.842 -0.185 0.267
H 0.287 5.415 -2.266 0.281
H 1.371 3.583 -3.583 0.285
H 1.268 1.277 -2.717 0.214
N 1.871 -0.987 -0.953 -0.767
C 1.737 -1.848 -2.171 -0.373
C 0.297 -1.939 -2.611 0.769
O -0.212 -2.495 -3.486 -0.320
O -0.571 -1.126 -1.685 -0.570
H 2.529 -0.235 -1.156 0.432
H 2.321 -1.531 -0.217 0.432
H 2.101 -2.859 -1.981 0.293
H 2.324 -1.451 -3.000 0.293
```

Values from the calculation:
Net charge   +3
F_max   1.24 eV/A
⟨S²⟩   0.792
Spin multiplicity   2
HOMO-LUMO gap (spin up / spin down)   7.1 / 7.2 eV

---

Here is a cluster of 3 separate species, CH9N2O2 in total from OMol25. Energies are from wB97M-V/def2-TZVPD.

```
14
Properties=species:S:1:pos:R:3:nbo_charge:R:1
N 0.577 -0.110 -0.573 -0.350
C 0.368 1.163 -0.920 0.357
N -0.490 1.536 -1.885 -0.378
H -0.229 -0.768 -0.605 0.474
H 1.055 -0.351 0.275 0.480
H 0.755 1.901 -0.247 0.303
H -0.793 2.512 -1.873 0.488
H -0.356 1.034 -2.757 0.477
H -1.921 -2.206 0.023 0.548
H -0.352 -2.807 0.191 0.535
O -0.977 -2.187 -0.163 -0.943
H 0.553 0.639 3.617 0.511
H 1.003 -0.726 3.081 0.493
O 0.661 0.164 2.790 -0.995
```

Values from the calculation:
Net charge   +2
F_max   2.99 eV/A
⟨S²⟩   0.798
Spin multiplicity   2
HOMO-LUMO gap (spin up / spin down)   7.5 / 3.0 eV

---

Here is a structure of composition C56H60F6N5O11PS2SiTeTi from OMol25. Energies are from wB97M-V/def2-TZVPD.

```
144
Properties=species:S:1:pos:R:3:mulliken_charge:R:1
Ti 0.479 0.088 -0.144 -1.407
F 3.017 5.051 -1.400 -0.270
C 2.744 3.747 -1.212 0.368
F 2.935 3.132 -2.384 -0.211
F 3.653 3.282 -0.356 -0.160
S 0.950 3.609 -0.673 1.638
O 0.762 2.187 -0.443 -0.792
O 0.393 4.271 -1.806 -0.826
N 1.012 4.522 0.627 -0.708
S 1.068 3.999 2.118 1.233
O 0.583 5.004 3.012 -0.780
O 0.703 2.626 2.317 -0.392
C 2.897 4.008 2.579 0.317
F 3.595 4.930 1.897 -0.261
F 3.020 4.318 3.879 -0.282
F 3.471 2.821 2.398 -0.141
C -4.471 1.789 -0.138 -0.397
O -3.750 2.596 0.781 -0.444
P -2.095 2.469 0.981 1.070
O -1.644 3.547 -0.151 -0.293
C -2.256 4.835 -0.259 -1.099
O -2.103 3.569 2.199 -0.424
C -2.399 3.145 3.522 -0.770
H -5.500 1.731 0.226 0.302
H -4.059 0.785 -0.226 0.011
H -4.469 2.237 -1.134 0.266
H -3.317 4.766 -0.027 0.393
H -2.096 5.154 -1.286 0.202
H -1.767 5.527 0.427 0.235
H -2.250 4.013 4.162 0.335
H -1.718 2.354 3.838 0.240
H -3.433 2.793 3.587 0.288
C 5.028 -1.144 1.290 -1.145
C 3.940 -1.755 1.898 -1.172
C 2.650 -1.374 1.566 1.467
C 2.360 -0.342 0.660 2.383
C 3.486 0.251 0.068 0.214
C 4.789 -0.137 0.366 -1.005
H 6.038 -1.463 1.521 0.279
H 4.099 -2.561 2.607 0.551
H 1.837 -1.941 1.999 -1.194
H 3.357 1.013 -0.682 0.114
H 5.621 0.347 -0.134 0.478
N -4.640 -2.931 -0.756 0.023
C -3.703 -2.240 -0.026 -0.613
N -2.521 -2.252 -0.554 0.910
C -2.662 -2.975 -1.734 -0.491
C -1.722 -3.304 -2.705 1.160
C -2.140 -4.068 -3.780 -1.143
C -3.465 -4.502 -3.900 -0.637
C -4.418 -4.187 -2.947 -1.155
C -3.994 -3.415 -1.871 0.464
H -5.615 -3.023 -0.542 0.220
H -3.955 -1.766 0.909 -0.040
H -0.706 -2.962 -2.587 -0.107
H -1.422 -4.348 -4.542 0.549
H -3.749 -5.099 -4.760 0.381
H -5.444 -4.525 -3.028 0.394
C 0.985 -1.161 -3.720 -1.440
C 1.014 -0.723 -2.272 0.979
O 1.556 0.397 -2.002 -0.523
N 0.533 -1.436 -1.267 0.955
Te 2.912 -2.840 -1.441 0.566
C 4.900 -3.767 -1.338 0.399
C 5.151 -4.860 -0.495 0.927
C 4.023 -5.609 0.165 -1.167
C 6.461 -5.245 -0.217 -1.078
C 7.550 -4.573 -0.750 0.690
C 8.963 -4.978 -0.415 -1.591
C 7.297 -3.506 -1.602 -0.978
C 6.001 -3.098 -1.896 1.264
C 5.806 -1.919 -2.818 -1.494
C 1.958 -4.611 -2.218 -0.066
C 2.369 -5.216 -3.416 1.367
C 3.599 -4.750 -4.149 -1.597
C 1.635 -6.273 -3.949 -0.910
C 0.489 -6.744 -3.330 0.598
C -0.346 -7.844 -3.933 -1.632
C 0.111 -6.165 -2.128 -0.438
C 0.828 -5.121 -1.552 0.702
C 0.357 -4.592 -0.234 -0.638
H 0.005 -0.925 -4.138 0.255
H 1.174 -2.229 -3.820 -0.020
H 1.740 -0.589 -4.257 0.271
H 3.454 -4.920 0.796 -0.034
H 4.399 -6.430 0.777 0.449
H 3.333 -6.006 -0.579 0.141
H 6.634 -6.080 0.458 0.255
H 8.972 -5.753 0.351 0.361
H 9.534 -4.123 -0.047 0.331
H 9.478 -5.365 -1.298 0.315
H 8.136 -2.965 -2.034 0.341
H 6.758 -1.596 -3.242 0.469
H 5.362 -1.082 -2.275 0.134
H 5.124 -2.177 -3.629 0.112
H 4.499 -5.064 -3.616 0.270
H 3.617 -3.659 -4.177 0.040
H 3.628 -5.146 -5.165 0.443
H 1.962 -6.727 -4.880 0.260
H 0.124 -8.252 -4.828 0.377
H -1.334 -7.459 -4.199 0.279
H -0.490 -8.653 -3.214 0.338
H -0.780 -6.525 -1.623 0.339
H -0.496 -5.171 0.108 0.418
H 0.053 -3.548 -0.313 -0.446
H 1.148 -4.644 0.519 -0.305
C 0.205 -5.454 3.603 -0.882
C -0.896 -5.140 2.817 -0.502
C -1.154 -3.822 2.473 -0.135
C -0.347 -2.762 2.905 0.622
C 0.740 -3.108 3.713 -0.128
C 1.019 -4.426 4.055 -0.715
Si -0.753 -0.922 2.315 0.779
C -2.631 -1.039 2.990 0.495
C -3.598 -0.116 2.583 0.326
C -4.912 -0.149 3.036 -0.536
C -5.319 -1.135 3.920 -1.008
C -4.374 -2.046 4.377 -0.938
C -3.060 -1.983 3.933 0.024
C -0.108 -0.068 3.971 1.602
C -0.919 0.279 5.057 -1.228
C -0.401 0.817 6.230 -0.651
C 0.962 1.038 6.355 -0.949
C 1.787 0.750 5.278 -0.794
C 1.257 0.218 4.112 -0.046
H 0.417 -6.485 3.863 0.314
H -1.550 -5.932 2.467 0.417
H -2.019 -3.595 1.859 0.297
H 1.374 -2.324 4.113 0.259
H 1.869 -4.648 4.692 0.383
H -3.308 0.656 1.892 -0.306
H -5.619 0.600 2.695 0.377
H -6.346 -1.184 4.262 0.310
H -4.657 -2.807 5.097 0.399
H -2.347 -2.678 4.351 0.558
H -1.987 0.115 5.005 0.350
H -1.067 1.050 7.054 0.374
H 1.371 1.439 7.276 0.320
H 2.852 0.940 5.350 0.485
H 1.924 0.024 3.284 0.188
O -1.116 0.846 -2.953 -0.767
N -1.943 0.514 -2.111 1.248
O -3.107 0.243 -2.402 -0.700
O -1.594 0.454 -0.867 -0.252
```

Values from the calculation:
Net charge   -2
F_max   2.22 eV/A
HOMO-LUMO gap   6.7 eV

---

Here is a structure of composition C24H20N3OPS2Sr from OMol25. Energies are from wB97M-V/def2-TZVPD.

```
52
Properties=species:S:1:pos:R:3:nbo_charge:R:1
Sr -0.184 1.306 0.683 1.789
O -1.586 5.586 1.002 -0.685
C -1.430 4.367 0.889 0.596
N -0.292 3.671 0.922 -0.833
C 0.869 4.512 1.115 -0.272
C 2.176 3.768 0.915 0.246
C 3.346 4.507 0.738 -0.248
C 4.551 3.854 0.607 -0.146
C 4.578 2.465 0.640 -0.271
C 3.381 1.801 0.788 0.051
N 2.202 2.427 0.927 -0.549
C -2.710 3.535 0.676 0.150
C -3.929 4.192 0.620 -0.222
C -5.077 3.446 0.421 -0.153
C -4.988 2.069 0.292 -0.260
C -3.737 1.489 0.370 0.041
N -2.621 2.202 0.554 -0.543
H 0.895 4.952 2.123 0.207
H 0.858 5.388 0.458 0.214
H 3.282 5.587 0.711 0.225
H 5.466 4.417 0.473 0.220
H 5.498 1.906 0.539 0.225
H 3.338 0.717 0.787 0.202
H -3.931 5.265 0.738 0.256
H -6.041 3.937 0.369 0.219
H -5.861 1.452 0.137 0.224
H -3.609 0.415 0.290 0.204
S -0.644 -1.367 1.563 -0.756
P 0.083 -1.853 -0.268 1.169
S 0.636 -0.314 -1.463 -0.748
C 1.495 -2.969 -0.044 -0.426
C 2.800 -2.599 -0.346 -0.190
C 3.847 -3.479 -0.097 -0.213
C 3.597 -4.729 0.449 -0.194
C 2.292 -5.107 0.742 -0.228
C 1.248 -4.230 0.497 -0.123
C -1.148 -2.866 -1.137 -0.428
C -2.270 -3.360 -0.482 -0.194
C -3.189 -4.154 -1.160 -0.215
C -2.988 -4.463 -2.495 -0.193
C -1.864 -3.976 -3.156 -0.230
C -0.952 -3.181 -2.482 -0.122
H 2.996 -1.633 -0.794 0.234
H 4.864 -3.192 -0.337 0.214
H 4.415 -5.412 0.639 0.215
H 2.089 -6.083 1.163 0.216
H 0.234 -4.535 0.733 0.216
H -2.425 -3.116 0.561 0.239
H -4.060 -4.529 -0.637 0.216
H -3.705 -5.078 -3.025 0.215
H -1.704 -4.215 -4.199 0.217
H -0.087 -2.792 -3.006 0.222
```

Values from the calculation:
F_max   0.82 eV/A
HOMO-LUMO gap   8.7 eV

---

Here is a cluster of 2 separate species, C33H37N2 in total from OMol25. Energies are from wB97M-V/def2-TZVPD.

```
72
Properties=species:S:1:pos:R:3:mulliken_charge:R:1
C -5.437 -2.444 0.619 -1.618
C -3.939 -2.514 0.607 0.818
C -3.288 -3.550 -0.072 -0.721
C -1.895 -3.631 -0.100 0.833
C -1.239 -4.785 -0.778 -1.941
C -1.149 -2.617 0.518 -0.152
N 0.270 -2.727 0.509 0.391
C 1.127 -1.668 0.264 1.467
C 0.742 -0.454 -0.255 -2.451
N 2.329 -2.002 0.883 0.490
C 3.249 -0.994 1.286 0.154
C 3.303 -0.611 2.637 1.216
C 2.596 -1.372 3.712 -1.375
C 4.001 0.556 2.963 -1.003
C 4.651 1.311 1.986 0.604
C 5.377 2.556 2.399 -1.485
C 4.610 0.883 0.655 -1.119
C 3.913 -0.273 0.293 0.574
C 3.866 -0.749 -1.118 -1.297
C 2.207 -3.261 1.444 -1.277
C 0.970 -3.723 1.177 -0.277
C -1.775 -1.641 1.307 1.362
C -1.016 -0.739 2.228 -1.195
C -3.172 -1.575 1.297 -1.293
H -5.782 -1.572 1.184 0.348
H -5.839 -2.376 -0.400 0.345
H -5.869 -3.342 1.080 0.378
H -3.880 -4.313 -0.583 0.435
H -0.151 -4.732 -0.733 0.415
H -1.549 -5.732 -0.318 0.353
H -1.536 -4.834 -1.831 0.397
H 1.510 0.286 -0.441 0.274
H -0.315 -0.313 -0.455 0.332
H 2.745 -0.856 4.668 0.417
H 1.509 -1.428 3.553 0.094
H 2.988 -2.392 3.829 0.324
H 4.029 0.882 4.007 0.369
H 5.809 3.066 1.535 0.362
H 4.701 3.251 2.913 0.338
H 6.186 2.320 3.102 0.341
H 5.118 1.463 -0.121 0.295
H 4.500 -0.109 -1.735 0.422
H 4.238 -1.776 -1.215 0.312
H 2.857 -0.720 -1.538 0.266
H 3.006 -3.716 2.008 0.643
H 0.501 -4.660 1.436 0.656
H -1.722 -0.064 2.727 0.458
H -0.479 -1.287 3.015 0.081
H -0.301 -0.095 1.706 0.370
H -3.666 -0.786 1.873 0.329
C -3.632 2.648 -2.485 -1.031
C -4.227 1.201 -2.524 -0.811
C -3.009 0.328 -2.430 -0.289
C -1.842 1.083 -2.409 -0.813
C -2.142 2.463 -2.409 1.212
C -1.235 3.569 -2.404 0.758
C 0.178 3.400 -2.330 -0.135
C 1.022 4.510 -2.334 -0.794
C 0.490 5.807 -2.416 -0.309
C -0.897 5.998 -2.489 -0.832
C -1.748 4.901 -2.478 -0.365
H -3.937 3.205 -3.386 0.402
H -4.012 3.217 -1.622 0.464
H -4.938 1.058 -1.700 0.277
H -4.780 1.068 -3.465 0.352
H -3.072 -0.758 -2.402 0.468
H -0.828 0.689 -2.392 0.574
H 0.587 2.389 -2.268 0.257
H 2.102 4.362 -2.281 0.422
H 1.156 6.668 -2.409 0.408
H -1.320 7.002 -2.560 0.387
H -2.829 5.054 -2.531 0.335
```

Values from the calculation:
Net charge   +1
F_max   1.66 eV/A
HOMO-LUMO gap   3.3 eV

---

Here is an isolated molecule of C3H5ClNOPS from OMol25. Energies are from wB97M-V/def2-TZVPD.

```
13
Properties=species:S:1:pos:R:3:nbo_charge:R:1
C 0.329 1.249 1.960 -0.264
O -0.141 0.069 1.212 -0.503
C 0.013 -0.189 -0.073 0.621
N 0.394 0.688 -0.929 -0.877
P 0.676 0.243 -2.487 0.913
Cl -0.886 1.041 -3.378 -0.293
S 0.013 -1.819 -2.246 -0.161
C -0.464 -1.559 -0.419 -0.560
H -0.482 1.965 2.130 0.209
H 0.649 0.706 2.868 0.204
H 1.335 1.673 1.509 0.214
H 0.058 -2.410 0.147 0.255
H -1.492 -1.655 -0.295 0.240
```

Values from the calculation:
SMILES string   COC1=NP(Cl)SC1
F_max   3.83 eV/A
HOMO-LUMO gap   9.4 eV